(1)
Molecular formula: C18H20N2O4S
Method: DFT, wB97M-V/def2-TZVPD

Atoms and positions in Å:
C: -2.627 -4.310 0.864
C: -2.936 -3.041 0.134
C: -3.431 -1.942 0.833
C: -3.692 -0.752 0.180
C: -3.463 -0.665 -1.180
S: -3.662 0.923 -1.971
O: -3.485 0.792 -3.384
O: -4.821 1.603 -1.477
N: -2.354 1.782 -1.321
C: -1.123 1.144 -1.218
C: -0.626 0.435 -2.309
C: 0.581 -0.230 -2.207
C: 1.312 -0.191 -1.031
C: 0.831 0.535 0.052
C: 1.568 0.527 1.359
O: 1.294 -0.266 2.240
N: 2.532 1.464 1.496
C: 2.965 2.391 0.476
C: 4.437 2.112 0.145
O: 5.241 2.183 1.298
C: 4.820 1.254 2.274
C: 3.365 1.500 2.681
C: -0.386 1.193 -0.038
C: -2.985 -1.742 -1.897
C: -2.726 -2.930 -1.235
H: -1.754 -4.165 1.499
H: -3.459 -4.597 1.503
H: -2.418 -5.120 0.170
H: -3.604 -2.022 1.895
H: -4.082 0.106 0.705
H: -2.640 2.295 -0.500
H: -1.200 0.418 -3.220
H: 0.958 -0.785 -3.053
H: 2.248 -0.722 -0.949
H: 2.346 2.290 -0.415
H: 2.875 3.412 0.867
H: 4.827 2.861 -0.546
H: 4.522 1.114 -0.314
H: 5.488 1.385 3.126
H: 4.922 0.229 1.885
H: 3.013 0.726 3.365
H: 3.275 2.484 3.153
H: -0.765 1.741 0.813
H: -2.830 -1.637 -2.958
H: -2.351 -3.778 -1.789

Output
Frontier orbital gap (eV): 9.5
HOMO energy (eV): -8.956
Structure (SMILES): Cc1ccc(S(=O)(=O)Nc2cccc(C(=O)N3CCOCC3)c2)cc1



(2)
Molecular formula: C5H7N
Method: DFT, wB97M-V/def2-TZVPD

Atoms and positions in Å:
C: -0.273 1.446 -1.110
C: 0.046 0.042 -0.766
C: -0.236 -0.811 1.173
N: -1.005 -0.695 -0.108
C: 1.355 -0.400 -0.650
C: 1.211 -0.764 0.668
H: -0.804 1.499 -2.064
H: 0.652 2.023 -1.168
H: -0.945 1.847 -0.342
H: -0.467 -1.713 1.743
H: -0.537 0.059 1.773
H: -1.039 -1.634 -0.509
H: 2.041 -0.898 1.361

Output
Frontier orbital gap (spin up / spin down) (eV): 8.1 / 8.1
HOMO energy (spin up / spin down) (eV): -8.204 / -8.204



E in eV, matching the order above: -40995.9395; -6784.0336
ΔE to the lowest compared entry with this formula, charge and spin in kcal/mol, matching the order above: 38.4; 103.3